No. 1
101
Properties=species:S:1:pos:R:3:lowdin_charge:R:1 method="wB97M-V/def2-TZVPD" homo_ev=-8.84 max_force_ev_per_a=0.71 mol_weight_g_mol=898.65 homo_lumo_gap_ev=8.340 total_charge=0
H 4.497 -4.592 2.957 0.10
H 4.725 1.244 1.578 0.09
O 6.324 -3.895 3.669 -0.19
C 9.604 -5.074 2.759 -0.09
H -4.850 0.901 1.465 0.07
O -6.555 3.132 -2.315 -0.21
C 0.915 -1.128 5.375 -0.34
O -8.526 3.883 -3.579 -0.22
H 7.970 -3.089 -0.091 0.09
O 8.694 -3.998 3.039 -0.21
H 6.248 2.587 -2.097 0.09
C 0.533 -0.192 4.196 -0.35
H -2.323 -1.834 -2.855 0.10
P 7.246 -4.032 2.400 0.33
H -0.818 -4.806 -2.244 0.10
H 4.680 2.575 -2.931 0.09
H 4.728 -2.824 2.868 0.08
H -2.245 -3.186 -0.344 0.09
H -0.450 -4.820 0.158 0.07
H -10.277 4.411 -4.478 0.09
H -0.630 -1.755 -0.385 0.09
H 0.787 3.818 -1.229 0.09
H 8.947 -2.070 1.006 0.09
C 4.914 -3.719 3.459 -0.08
O 2.870 1.575 0.677 -0.21
C -1.580 -0.006 -1.213 -0.11
H -8.907 4.241 -5.596 0.09
O 2.240 2.352 -1.559 -0.21
C -7.040 1.830 -1.962 -0.08
H 0.083 0.408 1.269 0.14
C -5.476 5.666 -4.625 -0.08
N -1.280 0.471 -3.606 -0.21
C 7.942 -2.276 0.636 -0.09
H 10.464 -4.932 3.408 0.09
H -2.806 3.143 1.714 0.11
C -0.139 -0.823 2.958 -0.42
F 1.582 -3.164 4.312 0.18
C -4.501 1.884 1.760 0.03
H -2.060 -5.451 0.444 0.07
P -6.952 3.723 -3.722 0.33
H -2.413 -5.512 -2.075 0.10
O -6.509 2.968 -4.896 -0.23
H -0.873 -2.792 -2.910 0.10
H -5.106 6.630 -4.287 0.09
C -9.215 4.595 -4.611 -0.09
H -9.018 5.664 -4.520 0.09
C -1.586 -2.330 -2.228 -0.17
C -1.694 -4.849 -1.595 -0.26
H -2.825 -0.077 1.853 0.10
H -6.644 1.080 -2.647 0.09
C -2.285 -3.437 -1.405 -0.20
F -1.080 -1.716 3.356 0.13
F 3.107 -1.617 4.572 0.17
O 4.649 2.206 -0.891 -0.22
C -2.098 0.497 -0.047 -0.10
C -1.946 -0.272 1.247 -0.11
H 3.630 2.346 2.460 0.10
C 5.205 2.879 -2.025 -0.09
H -1.920 -1.341 1.064 0.10
H -5.100 2.471 2.440 0.06
H -5.987 5.785 -5.579 0.09
H 4.462 -3.612 4.436 0.07
H -6.691 1.625 -0.954 0.08
H 0.118 -1.055 -1.832 0.12
C 3.689 1.444 1.851 -0.07
O 7.078 -2.601 1.728 -0.22
C -1.736 0.794 -2.388 -0.32
O 6.984 -5.168 1.515 -0.22
F -0.296 0.740 4.719 0.15
C -0.704 0.215 2.000 -0.04
F 1.634 0.443 3.747 0.14
H -4.643 4.974 -4.738 0.08
C -2.779 1.780 -0.015 -0.17
H 1.915 4.149 -2.564 0.09
C -1.230 -5.454 -0.264 -0.11
C -2.918 2.549 -1.127 0.03
C -0.829 -1.302 -1.352 -0.12
H 0.672 2.891 -2.741 0.07
S -1.682 1.696 -4.575 1.00
F -0.168 -1.755 5.858 0.17
F 1.404 -0.322 6.348 0.16
H 9.144 -6.037 2.967 0.09
H 9.923 -5.040 1.718 0.09
H -3.340 -3.471 -1.680 0.10
H -0.855 -6.466 -0.397 0.07
C 1.353 3.374 -2.045 -0.07
N -2.407 2.667 -3.535 -0.23
C -2.385 2.060 -2.345 -0.36
F 2.362 -2.727 6.277 0.18
F 0.834 -1.539 2.315 0.11
H -3.409 3.511 -1.100 0.13
H 7.543 -1.384 0.161 0.09
C -3.364 2.342 1.241 -0.13
P 3.230 2.693 -0.373 0.33
O 3.181 4.077 0.101 -0.22
H 5.141 3.961 -1.902 0.09
H -8.130 1.811 -1.977 0.09
H 3.305 0.599 2.403 0.06
C 2.020 -2.182 5.100 -0.54
O -6.394 5.200 -3.621 -0.21
H -0.904 1.166 2.489 0.13

=====

No. 2
27
Properties=species:S:1:pos:R:3:lowdin_charge:R:1 method="wB97M-V/def2-TZVPD" homo_ev=-6.45 relative_energy_ev=0.0000 max_force_ev_per_a=4.71 mol_weight_g_mol=407.59 homo_lumo_gap_ev=5.586 total_charge=0
H 3.619 1.405 1.747 -0.08
C -0.516 -2.027 0.234 -0.14
H -1.521 2.085 -2.906 0.07
Tl 1.265 0.936 -0.067 0.67
H -2.534 -0.880 3.277 0.12
N -2.873 -4.422 3.814 0.16
C -1.804 -2.632 2.206 -0.21
C -2.353 -3.618 3.136 -0.15
H 1.713 2.965 2.319 -0.08
C 0.169 0.693 -3.271 -0.20
C -1.581 -0.338 1.407 -0.15
H 0.177 -2.324 -0.563 0.12
H 1.651 0.594 2.929 -0.08
C 1.812 2.177 -2.612 -0.31
C -0.982 -3.012 1.127 0.00
C 1.574 0.859 -3.145 -0.25
H -1.769 0.732 1.563 0.11
H 2.779 2.653 -2.504 0.07
N -0.875 -0.733 0.334 -0.05
C -2.077 -1.256 2.357 -0.01
P 2.255 1.649 2.121 0.51
C -0.467 1.878 -2.834 -0.20
H 0.371 3.820 -2.115 0.07
C 0.529 2.796 -2.421 -0.25
H -0.322 -0.156 -3.746 0.08
H -0.567 -4.017 1.073 0.12
H 2.325 0.173 -3.458 0.06

=====

No. 3
30
Properties=species:S:1:pos:R:3:lowdin_charge:R:1 method="wB97M-V/def2-TZVPD" homo_ev=-7.92 relative_energy_ev=2.0780 max_force_ev_per_a=3.70 mol_weight_g_mol=206.26 homo_lumo_gap_ev=8.697 total_charge=0
H 0.057 2.161 -0.083 0.10
N -0.609 1.408 -0.132 -0.02
N 2.104 1.315 -0.128 -0.10
C -2.740 -1.980 -1.468 -0.08
C 1.384 0.081 -0.237 -0.09
C 2.793 0.863 2.167 0.07
C -1.849 -0.981 -1.281 -0.07
H -3.304 -3.917 -0.690 0.11
F 3.569 2.612 0.850 0.06
H 2.406 2.543 -1.882 0.09
H 2.978 0.964 -2.089 0.05
C -0.872 -1.030 -0.280 -0.21
H 3.504 1.316 2.827 0.05
C -1.931 1.575 0.563 -0.08
H -2.605 2.301 0.013 0.08
H -0.072 -2.249 1.371 0.14
H 2.329 -0.119 2.257 0.05
C -1.518 -3.170 0.321 -0.09
C 2.919 1.703 -1.369 0.00
H 3.872 2.134 -1.064 0.08
H -1.730 2.095 1.519 0.07
H -1.320 -3.999 1.002 0.11
H 1.927 -0.865 -0.403 0.14
C -2.624 -3.046 -0.554 -0.06
C 2.847 1.508 0.998 -0.46
H -2.440 0.586 0.641 0.08
H -3.316 -1.853 -2.341 0.09
H -1.919 -0.137 -2.048 0.15
C -0.688 -2.126 0.460 -0.08
C 0.055 0.133 -0.212 -0.21

=====

No. 4
75
Properties=species:S:1:pos:R:3:lowdin_charge:R:1 method="wB97M-V/def2-TZVPD" homo_ev=-8.89 relative_energy_ev=2.4659 max_force_ev_per_a=0.71 mol_weight_g_mol=505.61 homo_lumo_gap_ev=9.606 smiles="CC(C)(C)OC(=O)N[C@@H](COCc1ccccc1)C(=O)N[C@@H](CO)[C@H](O)[C@@H]1C[C@@H]1C(=O)N1CCCC1" total_charge=0
H 0.132 2.675 0.233 0.12
O -1.980 -1.188 -1.405 0.06
C -0.330 2.681 -0.765 -0.15
C 0.812 0.639 -1.630 -0.40
C -2.084 -3.553 0.480 -0.01
C 3.055 -1.245 -0.913 -0.30
C 4.731 0.479 1.612 -0.13
H 2.942 -1.600 2.562 0.15
H 3.043 0.656 -2.971 0.07
C 2.598 -1.170 -3.423 -0.20
H 5.552 1.663 0.009 0.12
H 0.584 -1.629 0.559 0.09
H -4.907 -1.565 0.349 0.06
H -4.002 -2.255 -0.999 0.08
H 4.953 3.035 2.665 0.11
H 4.568 -1.116 -2.103 0.08
H 2.609 2.834 2.152 0.13
H -1.182 -3.555 1.087 0.07
O 1.785 1.351 -1.837 0.05
C -0.543 1.218 -1.186 -0.16
H -6.571 0.137 -0.885 0.10
H 1.767 -0.976 -4.116 0.13
H -4.805 -3.324 0.161 0.09
H 3.160 -2.033 -3.790 0.13
O -1.465 3.499 -0.791 -0.12
H -5.248 1.137 -2.709 0.10
O 1.137 0.736 1.527 0.06
H 4.956 3.779 1.058 0.11
C -1.835 -0.677 -0.307 -0.57
H -2.594 -4.504 0.606 0.09
H 2.926 2.640 0.419 0.12
H -1.881 2.988 1.172 0.13
H 3.044 -0.165 -0.715 0.13
H -2.477 -2.539 2.998 0.09
H 1.691 -2.540 -2.023 0.16
C -3.377 -2.551 2.388 -0.02
C 2.460 -1.265 1.651 -0.13
N -1.137 0.461 -0.107 0.14
C -3.892 2.129 -1.388 -0.04
H -4.007 -1.718 2.688 0.08
C 2.003 -1.493 -2.032 -0.18
H 6.567 1.655 1.460 0.11
C -3.009 -2.414 0.911 -0.56
H -3.325 2.597 -2.179 0.12
C 4.742 2.866 1.608 -0.16
H 0.368 3.136 -1.472 0.13
N 3.364 0.962 1.583 -0.03
C 5.541 1.667 1.099 -0.15
C -5.715 0.755 -0.657 -0.11
C 2.772 -2.004 0.372 -0.15
C 3.300 2.408 1.422 -0.13
H 1.178 -3.076 1.476 0.11
H 5.014 0.230 2.643 0.13
O 4.349 -1.634 -1.311 -0.02
C -5.353 0.985 0.661 -0.10
C -2.394 3.309 0.255 -0.16
N 0.814 -0.693 -1.767 0.14
H 3.432 -2.860 0.453 0.15
H -2.828 4.302 0.439 0.14
H -5.930 0.549 1.465 0.10
H -3.910 -3.482 2.556 0.09
O -2.304 -1.149 0.850 0.05
H -0.778 0.651 0.822 0.13
C -3.524 2.362 -0.071 -0.21
C 1.423 -2.135 1.008 -0.04
H -0.088 -1.158 -1.765 0.12
H -1.226 1.165 -2.043 0.16
H 4.855 -0.410 0.992 0.12
C -4.974 1.319 -1.681 -0.07
C -4.266 -2.388 0.046 -0.01
C -4.256 1.775 0.953 -0.04
H -3.972 1.947 1.981 0.12
H -1.810 -3.439 -0.565 0.08
O 3.499 -0.093 -3.407 -0.08
C 2.249 0.222 1.583 -0.42

=====

In the order shown, the computed LUMO values come out to -0.5, -0.9, 0.8, 0.7 eV.